Entry from OMol25: a molecular structure, ClH10Na2O5 in a non-equilibrium geometry (ωB97M-V with the def2-TZVPD basis set).

The geometry in ORCA input format:
```
! RIJCOSX wB97M-V def2-TZVPD def2/J DEFGRID3
* xyz 1 1
Na 0.071 1.833 -2.955
Na -2.038 -1.595 -1.967
Cl -0.171 -0.002 -0.594
O 1.668 1.263 1.842
H 1.260 0.957 1.032
H 0.940 1.593 2.368
O -2.615 -0.567 1.656
H -1.825 -0.295 1.188
H -2.752 -1.475 1.389
O 0.505 -2.519 1.388
H 0.519 -1.800 0.756
H -0.421 -2.748 1.470
O -0.579 3.285 -0.783
H -0.398 2.421 -0.414
H -1.391 3.562 -0.359
O 2.742 -1.418 -1.837
H 1.926 -1.160 -1.408
H 2.558 -1.335 -2.772
*
```

Results
orbital gap = 8.065 eV
calculated total energy = -31751.3093 eV
highest occupied orbital energy = -13.5 eV

Atom charges from the Mulliken analysis, given in e for atoms 1 to 4: 0.81, 0.88, -0.77, -0.60

***

Entry from OMol25: a single C29H29NO3 molecule in a non-equilibrium geometry (ωB97M-V with the def2-TZVPD basis set).

The geometry in ORCA input format:
```
! RIJCOSX wB97M-V def2-TZVPD def2/J DEFGRID3
* xyz 0 1
C 3.570 1.606 -2.116
C 3.695 0.370 -1.274
O 3.372 0.728 0.089
C 3.618 -0.286 0.961
O 3.994 -1.384 0.607
C 3.367 0.155 2.406
C 4.687 0.666 2.888
C 4.605 1.514 4.155
C 3.733 2.604 4.196
C 3.567 3.371 5.333
C 4.475 3.235 6.408
N 4.358 4.036 7.513
C 3.085 4.568 7.957
C 5.519 4.355 8.311
C 5.502 2.267 6.279
C 5.533 1.388 5.201
C 5.649 -0.551 2.983
C 5.831 -1.489 3.986
C 6.716 -2.562 3.769
C 7.453 -2.659 2.576
C 7.399 -1.619 1.645
C 6.528 -0.559 1.889
C 6.395 0.707 1.162
C 7.150 1.186 0.099
C 6.943 2.504 -0.318
C 6.024 3.312 0.363
C 5.243 2.809 1.415
C 5.384 1.481 1.767
C 2.089 1.031 2.344
C 1.294 0.768 3.633
C 1.571 -0.696 3.962
C 2.857 -1.064 3.225
O 3.317 -2.178 3.269
H 3.790 1.353 -3.159
H 2.546 1.991 -2.082
H 4.263 2.397 -1.814
H 2.966 -0.390 -1.582
H 4.711 -0.038 -1.317
H 3.166 2.903 3.321
H 2.768 4.117 5.351
H 2.314 4.420 7.198
H 2.742 4.068 8.878
H 3.187 5.640 8.168
H 6.394 4.495 7.660
H 5.338 5.281 8.863
H 5.768 3.563 9.032
H 6.256 2.165 7.060
H 6.300 0.620 5.163
H 5.286 -1.407 4.926
H 6.804 -3.330 4.540
H 8.065 -3.542 2.379
H 7.988 -1.603 0.730
H 7.883 0.526 -0.364
H 7.513 2.907 -1.154
H 5.905 4.363 0.094
H 4.542 3.448 1.954
H 2.289 2.076 2.099
H 1.456 0.659 1.523
H 0.221 0.967 3.504
H 1.644 1.410 4.446
H 0.757 -1.323 3.561
H 1.646 -0.935 5.035
*
```

Results
orbital gap = 8.154 eV
calculated total energy = -38175.8959 eV
ΔE to the lowest compared entry with this formula, charge and spin = 0.0 kcal/mol
highest occupied orbital energy = -7.5 eV

Atom charges from the Mulliken analysis, given in e for atoms 1 to 4: -1.19, -0.23, -0.16, -0.81

***

Entry from OMol25: 8 unconnected molecules or ions with the total composition C14H45BIN14O9 in a non-equilibrium geometry (ωB97M-V with the def2-TZVPD basis set).

The geometry in ORCA input format:
```
! RIJCOSX wB97M-V def2-TZVPD def2/J DEFGRID3
* xyz -1 1
C 3.963 -0.397 0.780
C 3.776 0.388 -0.519
C 2.544 -0.011 -1.331
I 2.733 -2.155 -1.755
B 1.080 0.462 -0.684
C 0.152 -0.739 -0.059
C -1.122 -0.234 0.609
O -2.192 -1.175 0.556
C 1.281 1.710 0.343
O 1.830 2.850 -0.380
C 1.582 4.064 0.264
H 4.602 -1.254 0.613
H 4.447 0.221 1.530
H 3.019 -0.753 1.178
H 3.798 1.457 -0.340
H 4.655 0.163 -1.128
H 2.657 0.438 -2.307
H 0.434 0.914 -1.636
H 0.676 -1.387 0.643
H -0.195 -1.321 -0.911
H -0.903 0.012 1.649
H -1.417 0.698 0.125
H -2.020 -1.772 -0.191
H 1.960 1.505 1.180
H 0.339 2.038 0.785
H 2.291 4.827 -0.054
H 1.683 3.978 1.344
H 0.578 4.449 0.056
C 0.141 -2.618 3.806
O 0.115 -1.578 4.448
N -0.580 -2.808 2.676
N 0.906 -3.693 4.198
H -0.570 -3.658 2.144
H -1.156 -2.047 2.349
H 1.462 -3.583 5.025
H 0.940 -4.560 3.695
C -0.321 5.824 -2.796
O -0.067 6.555 -1.848
N -0.159 4.474 -2.764
N -0.788 6.313 -3.988
H -0.366 3.876 -3.545
H 0.191 4.060 -1.914
H -0.921 7.303 -4.058
H -0.983 5.730 -4.781
C -0.876 -4.866 -1.682
O -1.364 -4.154 -0.808
N -1.397 -6.093 -1.977
N 0.208 -4.482 -2.400
H -1.020 -6.693 -2.685
H -2.217 -6.392 -1.472
H 0.614 -3.565 -2.213
H 0.629 -5.058 -3.103
C 1.493 2.901 -5.975
O 0.457 3.544 -6.074
N 1.903 2.036 -6.953
N 2.310 2.993 -4.892
H 2.743 1.492 -6.894
H 1.316 1.943 -7.760
H 2.028 3.618 -4.156
H 3.160 2.473 -4.788
C 2.078 6.566 3.115
O 1.259 5.700 3.342
N 2.911 7.060 4.090
N 2.240 7.119 1.877
H 3.597 7.772 3.928
H 2.818 6.671 5.009
H 1.648 6.780 1.138
H 2.909 7.835 1.672
C -5.038 -5.335 -0.580
O -4.658 -6.352 -1.151
N -6.351 -5.164 -0.213
N -4.201 -4.319 -0.268
H -6.690 -4.346 0.255
H -6.989 -5.904 -0.432
H -3.233 -4.429 -0.529
H -4.483 -3.481 0.206
C -3.326 -4.776 4.782
O -2.965 -5.893 4.444
N -4.652 -4.447 4.898
N -2.450 -3.777 5.067
H -4.975 -3.538 5.166
H -5.322 -5.162 4.686
H -1.473 -3.989 4.982
H -2.721 -2.852 5.343
*
```

Results
orbital gap = 7.744 eV
calculated total energy = -63322.9889 eV
highest occupied orbital energy = -5.5 eV

Atom charges from the Mulliken analysis, given in e for atoms 1 to 4: -1.01, -0.58, -0.54, -0.11

***

Entry from OMol25: 2 unconnected molecules or ions with the total composition C5H8F3O7S2 (ωB97M-V with the def2-TZVPD basis set).

The geometry in ORCA input format:
```
! RIJCOSX wB97M-V def2-TZVPD def2/J DEFGRID3
* xyz -1 1
O 4.033 -2.160 1.531
S 3.154 -1.982 0.415
O 3.617 -2.307 -0.902
C 2.561 -0.293 0.408
C 1.084 -0.099 0.076
O 0.800 1.241 0.360
C 0.251 -1.101 0.865
C 0.558 -2.486 0.353
O 1.895 -2.896 0.733
H 2.778 0.098 1.401
H 3.196 0.207 -0.323
H 0.943 -0.310 -0.995
H -0.139 1.383 0.129
H -0.810 -0.872 0.779
H 0.535 -1.048 1.922
H -0.094 -3.243 0.781
H 0.476 -2.540 -0.736
C -3.654 2.889 -0.551
F -4.683 2.319 0.094
F -4.166 3.639 -1.537
F -3.052 3.720 0.313
S -2.481 1.628 -1.209
O -3.314 0.826 -2.071
O -2.028 0.961 0.009
O -1.459 2.425 -1.846
*
```

Results
orbital gap = 9.707 eV
calculated total energy = -49472.8983 eV
highest occupied orbital energy = -6.6 eV

Atom charges from the Mulliken analysis, given in e for atoms 1 to 4: -0.65, 1.24, -0.65, -0.92

***

Entry from OMol25: a molecular structure, BeH10O5 in a non-equilibrium geometry (ωB97M-V with the def2-TZVPD basis set).

The geometry in ORCA input format:
```
! RIJCOSX wB97M-V def2-TZVPD def2/J DEFGRID3
* xyz 2 1
Be 0.093 0.166 -0.476
O 0.966 -1.241 -0.335
H 1.480 -1.839 -0.803
H 1.027 -1.496 0.608
O 0.356 0.760 -2.094
H 0.906 0.346 -2.731
H -0.217 1.339 -2.565
O 0.036 -1.052 2.210
H -0.701 -1.390 2.706
H 0.490 -0.444 2.833
O 0.558 1.412 0.463
H 0.059 1.655 1.219
H 0.945 2.267 0.238
O -1.646 -0.052 -0.335
H -2.379 0.546 -0.529
H -1.976 -0.983 -0.404
*
```

Results
orbital gap = 12.548 eV
calculated total energy = -10788.3974 eV
ΔE to the lowest compared entry with this formula, charge and spin = 0.1 kcal/mol
highest occupied orbital energy = -20.1 eV

Atom charges from the Mulliken analysis, given in e for atoms 1 to 4: 0.29, -0.34, 0.39, 0.40

***

Entry from OMol25: a gas-phase ion, C4H9N2 (charge +1) in a non-equilibrium geometry (ωB97M-V with the def2-TZVPD basis set).

The geometry in ORCA input format:
```
! RIJCOSX wB97M-V def2-TZVPD def2/J DEFGRID3
* xyz 1 1
C -1.096 1.089 -0.430
N -0.465 -0.204 -0.258
C -1.450 -1.144 0.216
N 0.799 -0.258 -0.003
C 1.888 -0.882 0.345
C 2.091 0.605 0.108
H -0.301 1.859 -0.194
H -1.343 1.419 -1.431
H -1.776 1.191 0.344
H -1.837 -0.834 1.275
H -2.401 -1.137 -0.434
H -0.880 -2.163 0.098
H 2.322 -1.796 0.372
H 1.938 1.422 0.845
H 2.510 0.834 -0.854
*
```

Results
orbital gap = 9.562 eV
calculated total energy = -7262.3755 eV
ΔE to the lowest compared entry with this formula, charge and spin = 133.0 kcal/mol
highest occupied orbital energy = -13.9 eV

Atom charges from the Mulliken analysis, given in e for atoms 1 to 4: -0.83, 0.14, -0.84, 0.02

***

Look up the calculated total energy of the sixth one.
-7262.3755 eV

***

Which value of calculated total energy does entry 6 give?
-7262.3755 eV

***

Among the records above, which one has the lowest calculated total energy?
C14H45BIN14O9

***

Which formula does entry 5 have?
BeH10O5